{"formula": "C41H43FN4O3S2SiW", "method": "the ωB97M-V functional and the def2-TZVPD basis", "elements": ["W", "C", "C", "C", "C", "C", "C", "C", "F", "C", "C", "C", "O", "C", "C", "N", "C", "C", "O", "O", "H", "H", "H", "H", "H", "H", "H", "H", "H", "H", "H", "C", "Si", "C", "N", "C", "C", "C", "C", "C", "C", "C", "C", "C", "C", "C", "C", "C", "C", "C", "C", "C", "H", "H", "H", "H", "H", "H", "H", "H", "H", "H", "H", "H", "H", "H", "H", "H", "H", "H", "H", "H", "H", "H", "H", "H", "C", "C", "N", "C", "C", "S", "C", "C", "S", "C", "N", "C", "H", "H", "H", "H", "H", "H", "H", "H"], "coordinates": [[0.045, 0.427, -0.252], [-5.733, 1.413, 4.539], [-4.732, 2.552, 4.581], [-5.418, 3.908, 4.550], [-4.395, 5.013, 4.738], [-3.268, 4.872, 3.751], [-2.508, 5.967, 3.407], [-1.489, 5.851, 2.466], [-0.781, 6.936, 2.152], [-1.210, 4.667, 1.846], [-1.964, 3.533, 2.178], [-1.696, 2.275, 1.521], [-0.680, 2.175, 0.732], [-2.569, 1.222, 1.814], [-3.529, 1.372, 2.796], [-3.742, 2.497, 3.457], [-2.993, 3.632, 3.137], [-2.536, -0.059, 1.056], [-3.059, -1.070, 1.449], [-1.927, 0.071, -0.118], [-6.459, 1.581, 5.332], [-5.287, 0.437, 4.725], [-6.275, 1.391, 3.591], [-4.137, 2.480, 5.496], [-6.159, 3.939, 5.348], [-5.953, 4.023, 3.604], [-3.992, 4.974, 5.754], [-4.855, 5.994, 4.624], [-2.703, 6.937, 3.846], [-0.439, 4.618, 1.093], [-4.143, 0.516, 3.035], [1.787, -0.399, -1.229], [1.765, -0.068, -3.061], [1.528, 1.803, -2.920], [0.660, 2.171, -1.723], [-0.692, 2.680, -2.205], [-0.788, 4.201, -2.285], [0.496, 4.820, -2.820], [1.653, 4.519, -1.856], [1.379, 3.271, -1.007], [0.197, -0.679, -3.878], [0.087, -1.090, -5.206], [-1.159, -1.287, -5.786], [-2.321, -1.056, -5.061], [-2.240, -0.645, -3.737], [-0.986, -0.473, -3.178], [3.276, -0.557, -4.022], [3.456, -1.905, -4.350], [4.576, -2.324, -5.050], [5.537, -1.400, -5.438], [5.374, -0.058, -5.123], [4.253, 0.357, -4.420], [2.618, 0.229, -0.865], [2.034, -1.426, -0.953], [1.097, 2.245, -3.815], [2.504, 2.269, -2.788], [-1.474, 2.310, -1.540], [-0.869, 2.227, -3.178], [-1.013, 4.616, -1.297], [-1.639, 4.447, -2.921], [0.377, 5.896, -2.940], [0.709, 4.425, -3.815], [1.777, 5.349, -1.157], [2.597, 4.440, -2.394], [0.769, 3.542, -0.156], [2.312, 2.845, -0.638], [0.983, -1.251, -5.794], [-1.227, -1.614, -6.815], [-3.287, -1.201, -5.526], [-3.134, -0.471, -3.151], [-0.951, -0.207, -2.115], [2.709, -2.639, -4.062], [4.699, -3.370, -5.298], [6.410, -1.725, -5.989], [6.119, 0.665, -5.430], [4.145, 1.412, -4.192], [1.982, 2.780, 2.159], [1.994, 1.292, 2.251], [1.317, 0.399, 1.540], [1.587, -0.894, 1.996], [2.490, -0.969, 2.996], [2.986, 0.593, 3.446], [0.822, -1.986, 1.431], [0.815, -3.284, 1.805], [-0.330, -4.134, 0.877], [-0.762, -2.719, 0.034], [-0.071, -1.660, 0.426], [-1.772, -2.818, -1.052], [1.006, 3.142, 1.862], [2.730, 3.137, 1.453], [2.229, 3.196, 3.135], [2.845, -1.853, 3.499], [1.399, -3.759, 2.575], [-2.339, -3.740, -0.941], [-1.275, -2.836, -2.023], [-2.457, -1.978, -1.020]], "atomic_forces_ev_per_a": [[0.43, 0.26, 0.31], [0.02, -0.02, 0.01], [-0.10, 0.04, 0.05], [0.04, 0.01, 0.02], [-0.02, 0.00, -0.01], [-0.04, 0.06, 0.05], [-0.01, -0.01, 0.00], [0.04, -0.06, -0.05], [-0.01, 0.01, 0.01], [0.01, 0.08, 0.00], [0.00, 0.03, 0.02], [-0.03, -0.10, -0.01], [-0.17, 0.10, 0.11], [0.08, -0.05, -0.03], [-0.02, -0.01, 0.01], [0.03, -0.08, -0.07], [0.09, 0.02, -0.07], [-0.16, 0.20, 0.27], [0.05, 0.06, -0.17], [0.01, -0.17, -0.33], [0.00, 0.01, 0.00], [0.00, 0.00, -0.01], [0.00, 0.00, 0.00], [0.00, 0.00, 0.01], [0.00, -0.01, 0.00], [0.01, 0.00, -0.01], [0.00, -0.01, 0.00], [0.01, 0.00, 0.00], [-0.02, -0.01, 0.02], [0.00, 0.01, 0.00], [-0.02, 0.02, 0.03], [-0.18, -0.12, -0.02], [0.00, -0.03, -0.10], [-0.03, -0.06, 0.08], [-0.03, 0.10, -0.02], [-0.03, -0.02, 0.02], [-0.01, 0.00, -0.03], [-0.01, 0.02, 0.05], [-0.02, -0.03, -0.04], [-0.03, 0.08, -0.02], [0.02, 0.09, 0.20], [0.02, -0.01, -0.04], [0.00, 0.00, -0.02], [0.04, -0.01, -0.01], [-0.04, 0.03, 0.04], [0.01, -0.17, -0.15], [-0.09, 0.06, 0.05], [0.00, -0.01, 0.00], [0.02, -0.02, -0.02], [-0.04, 0.03, 0.03], [0.03, -0.02, -0.02], [-0.02, 0.02, 0.01], [0.02, 0.00, -0.03], [0.04, 0.01, 0.00], [0.02, 0.02, -0.05], [0.02, -0.01, 0.05], [0.01, -0.02, -0.01], [0.03, 0.02, -0.03], [0.00, -0.01, 0.01], [0.00, -0.01, 0.01], [0.00, 0.00, 0.00], [0.01, -0.02, -0.01], [0.01, -0.01, 0.01], [-0.01, -0.03, -0.02], [0.01, -0.03, -0.01], [0.01, -0.01, 0.00], [-0.01, 0.00, 0.00], [0.00, 0.00, 0.00], [-0.01, 0.00, 0.01], [-0.01, -0.01, -0.01], [-0.12, 0.03, -0.07], [0.01, 0.00, 0.00], [0.00, 0.00, 0.00], [0.00, 0.00, 0.00], [0.00, 0.00, 0.00], [0.00, 0.00, 0.00], [-0.01, -0.01, 0.03], [0.02, 0.04, 0.12], [0.08, -0.13, -0.03], [0.02, 0.04, -0.03], [0.01, 0.02, 0.08], [-0.05, 0.01, -0.13], [-0.03, 0.07, -0.05], [0.02, -0.05, 0.00], [-0.04, 0.05, 0.01], [0.05, -0.05, -0.02], [-0.01, -0.21, 0.08], [0.00, -0.01, -0.02], [0.02, -0.03, 0.01], [0.02, -0.01, -0.01], [0.02, 0.02, -0.01], [0.00, 0.01, 0.01], [0.00, -0.01, -0.01], [0.00, 0.00, -0.01], [0.00, 0.00, 0.00], [0.00, -0.01, 0.01]], "relative_energy_kcal_mol": 19.1, "orbital_gap_ev": [7.60, 7.46], "charge": 2, "multiplicity": 3, "energy_ha": -3285.36627, "s2": 2.0119, "lumo_energy_ha": [-0.1985, -0.2108]}